# 1
Below is a 5-piece molecular cluster, C2H14O4 overall, with properties calculated with ωB97M-V/def2-TZVPD.

XYZ file:
```
20
Properties=species:S:1:pos:R:3:forces:R:3:nbo_charge:R:1
C 0.986 -1.897 0.840 0.355 0.107 -0.047 -0.608
C -0.356 -2.532 0.513 -0.484 -0.264 -0.062 -0.614
H 0.924 -1.059 1.533 -0.113 -0.015 0.128 0.188
H 1.481 -1.502 -0.045 -0.098 0.057 -0.086 0.210
H 1.677 -2.613 1.285 -0.052 -0.065 -0.011 0.208
H -0.394 -2.935 -0.499 0.200 -0.080 0.052 0.213
H -0.600 -3.350 1.195 0.071 0.048 -0.004 0.205
H -1.204 -1.848 0.560 0.100 0.235 0.055 0.195
O -1.111 1.202 2.032 -0.070 -0.453 -0.181 -0.956
H -0.872 0.312 1.721 -0.006 0.456 0.253 0.492
H -0.598 1.376 2.826 0.105 -0.102 -0.006 0.489
O -0.370 1.335 -2.363 -0.098 0.049 -0.217 -0.997
H -0.958 1.504 -3.115 0.247 0.015 0.396 0.469
H -0.674 1.908 -1.627 -0.031 -0.120 -0.240 0.508
O 2.440 0.878 -1.470 0.131 0.121 0.012 -0.959
H 2.605 -0.063 -1.560 -0.041 -0.020 -0.101 0.459
H 1.724 1.082 -2.087 -0.195 -0.086 0.131 0.496
O -1.294 2.827 -0.188 -0.285 0.090 0.086 -0.977
H -1.172 2.322 0.639 0.050 0.035 -0.105 0.506
H -2.233 3.054 -0.190 0.213 -0.008 -0.053 0.473
```
Positions in Å, forces in eV/Å.

Values from the calculation:
E_HOMO: -10.733 eV
F_max: 0.55 eV/Å
Energy relative to the best compared isomer or geometry (same formula, charge and spin): 18.0 kJ/mol
SMILES: CC.O.O.O.O
HOMO-LUMO gap: 0.4133 Eh

---

# 2
Below is C2H5N2O2P in the gas phase at a distorted geometry, with properties calculated with ωB97M-V/def2-TZVPD.

XYZ file:
```
12
Properties=species:S:1:pos:R:3:forces:R:3:nbo_charge:R:1
C -2.516 1.413 0.473 -0.056 0.166 0.696 0.496
C -1.870 0.646 -0.658 -0.316 0.100 -0.559 -0.203
N 1.275 -0.738 1.245 1.646 -0.328 -0.023 -0.623
N 2.272 0.050 0.808 -0.264 -0.091 -0.056 -0.569
O -3.434 2.150 0.505 0.422 -0.374 -0.310 -0.470
O -0.734 -0.069 -0.323 0.730 -0.361 0.990 -0.801
P -0.275 -0.363 1.317 -1.640 0.860 -0.820 1.077
H -2.643 -0.043 -1.030 -0.025 0.191 -0.024 0.212
H -1.605 1.364 -1.446 -0.200 -0.038 0.045 0.215
H 2.149 0.506 -0.091 -0.017 -0.098 0.118 0.358
H 3.181 -0.371 0.947 -0.150 0.126 -0.042 0.373
H -0.698 -1.698 1.433 -0.130 -0.151 -0.014 -0.065
```
Positions in Å, forces in eV/Å.

Values from the calculation:
E_HOMO (spin up / spin down): -7.833 / -7.652 eV
F_max: 2.02 eV/Å
Energy relative to the best compared isomer or geometry (same formula, charge and spin): 393.8 kJ/mol
HOMO-LUMO gap (spin up / spin down): 0.2866 / 0.2734 Eh

---

# 3
Below is C22H35Cl2MoNO2 as an isolated structure at a distorted geometry, with properties calculated with ωB97M-V/def2-TZVPD.

XYZ file:
```
63
Properties=species:S:1:pos:R:3:forces:R:3:lowdin_spin:R:1
C 0.153 -1.687 -3.088 -0.148 0.748 -0.564 0.013
C 0.996 -0.536 -3.265 -0.491 -0.416 -0.026 0.008
C 0.172 0.610 -3.344 -0.082 -0.192 0.533 0.043
C 2.462 -0.540 -3.477 0.196 0.088 -0.079 0.000
C -1.174 0.204 -3.199 0.341 -0.765 0.107 0.002
C -1.199 -1.223 -3.046 0.385 0.486 -0.531 0.007
C -2.417 -2.072 -2.998 -0.099 -0.081 0.014 0.002
C 0.597 -3.103 -3.078 0.052 -0.161 -0.001 0.003
C 0.636 1.995 -3.589 0.172 0.214 -0.142 0.018
C -2.348 1.098 -3.332 -0.133 0.077 0.046 0.000
Mo -0.147 -0.535 -1.138 0.103 -0.852 3.840 1.672
Cl 4.773 0.936 -0.294 0.302 0.211 -0.158 0.001
Cl 2.011 -1.299 -0.452 0.693 0.252 -1.801 0.047
O -1.896 0.063 -0.304 -0.334 0.573 -1.341 0.029
H 2.914 -1.471 -3.160 0.058 -0.064 0.143 0.000
H 2.947 0.264 -2.932 0.179 0.016 0.217 0.000
H 2.671 -0.401 -4.540 0.021 0.017 -0.201 0.000
H 1.596 2.185 -3.121 0.178 0.010 0.066 0.002
H -0.068 2.727 -3.206 -0.131 0.137 0.046 0.001
H 0.745 2.161 -4.662 0.055 0.162 -0.139 0.004
H -2.200 2.035 -2.803 0.002 0.139 0.098 0.000
H -3.250 0.641 -2.943 -0.125 -0.094 0.136 0.000
H -2.506 1.327 -4.388 -0.079 0.072 -0.113 -0.001
H -3.227 -1.575 -2.473 -0.097 0.088 0.141 0.000
H -2.223 -3.014 -2.496 0.058 -0.089 0.140 0.000
H -2.755 -2.296 -4.011 -0.101 -0.055 -0.138 0.000
H 1.552 -3.214 -2.574 0.135 0.063 0.129 0.001
H 0.702 -3.470 -4.100 0.018 -0.077 -0.152 0.000
H -0.115 -3.738 -2.561 -0.117 -0.041 0.141 0.000
H -1.847 0.946 0.086 0.070 -0.222 0.035 0.007
O -0.668 -2.099 -0.145 -1.699 -2.374 -1.669 0.109
H -1.595 -2.039 0.135 0.327 0.411 -0.072 0.010
C -0.484 2.242 5.459 -0.036 -0.058 0.360 0.000
C -0.326 2.185 3.959 0.125 -0.879 -0.631 0.000
C -0.344 3.342 3.199 0.007 0.276 -0.330 0.002
C -0.177 3.274 1.809 0.004 -1.361 -0.034 0.002
C -0.201 4.552 1.034 0.007 0.461 -0.394 0.000
C 0.003 2.025 1.169 -0.500 1.189 0.744 0.020
C -0.002 0.822 1.904 0.886 -4.205 -0.564 0.003
C -0.158 0.957 3.321 -0.194 1.164 0.244 0.000
N 0.168 -0.474 1.231 0.129 3.655 2.713 -0.026
C 0.519 -1.695 2.154 -0.054 0.418 0.131 -0.001
C 1.788 -1.359 3.018 0.489 -0.065 0.167 0.000
C -0.750 -2.102 2.986 -0.439 -0.334 0.079 0.001
C 0.951 -3.129 1.586 0.222 -0.890 0.121 0.004
H 0.332 2.847 5.903 -0.491 -0.206 -0.091 0.000
H -1.463 2.695 5.719 0.524 -0.112 0.024 0.000
H -0.447 1.233 5.925 -0.007 0.555 -0.364 0.000
H -0.478 4.297 3.691 0.003 0.228 -0.048 0.000
H -1.179 5.057 1.194 0.570 -0.097 -0.181 0.000
H 0.611 5.216 1.398 -0.469 -0.195 -0.321 0.000
H -0.062 4.373 -0.051 -0.048 0.156 0.567 0.000
H 0.144 1.991 0.095 0.184 0.039 -0.121 0.018
H -0.147 0.139 4.000 0.064 -0.686 -0.057 0.000
H 1.799 -0.455 3.636 -0.440 -0.056 -0.341 0.000
H 2.018 -2.184 3.727 -0.211 0.202 -0.430 0.000
H 2.666 -1.240 2.348 -0.620 -0.180 0.171 0.000
H -1.494 -2.583 2.320 0.580 0.037 0.073 0.001
H -0.487 -2.854 3.763 -0.013 0.344 -0.351 0.000
H -1.356 -1.332 3.477 0.567 0.219 -0.138 0.000
H 1.136 -3.820 2.438 -0.176 0.738 0.318 0.001
H 1.922 -3.187 1.066 -0.676 0.455 0.005 0.001
H 0.205 -3.718 1.019 0.304 0.910 -0.027 0.000
```
Positions in Å, forces in eV/Å.

Values from the calculation:
E_HOMO (spin up / spin down): -0.442 / -0.455 eV
2S+1: 3
F_max: 4.55 eV/Å
HOMO-LUMO gap (spin up / spin down): 0.1904 / 0.1907 Eh
Net charge: -2

---

# 4
Below is a 8-piece molecular cluster, C40H42F6O2S2 overall at a distorted geometry, with properties calculated with ωB97M-V/def2-TZVPD.

XYZ file:
```
92
Properties=species:S:1:pos:R:3:forces:R:3:mulliken_charge:R:1
F 31.212 -11.234 -0.734 0.481 0.237 0.155 -0.316
C 31.618 -12.492 -0.991 -0.486 -1.287 0.299 0.374
C 32.725 -13.078 -0.379 -0.450 0.886 -0.227 -0.630
C 33.022 -14.398 -0.670 0.612 -0.303 0.150 -0.495
C 32.225 -15.192 -1.480 -0.656 0.603 -0.418 -0.799
C 31.122 -14.588 -2.084 0.755 0.341 0.387 -0.219
C 30.793 -13.262 -1.787 0.640 -0.176 -1.635 -0.291
H 33.337 -12.510 0.309 0.081 0.063 -0.096 0.451
H 33.957 -14.776 -0.273 -0.191 -0.250 0.207 0.372
H 32.365 -16.256 -1.606 0.424 0.041 -0.095 0.459
H 30.437 -15.143 -2.711 0.502 0.028 -0.106 0.690
H 29.975 -12.857 -2.372 0.352 0.229 0.625 0.373
F 20.096 -16.790 -5.987 0.071 -0.027 -0.190 -0.326
C 20.659 -15.565 -5.930 0.032 0.402 -0.458 0.344
C 20.062 -14.506 -6.588 -0.249 0.073 0.614 -0.714
C 20.573 -13.213 -6.394 -1.165 -0.466 -0.359 -0.285
C 21.676 -13.025 -5.610 1.209 -0.081 0.560 -0.442
C 22.342 -14.122 -5.072 0.155 -0.466 -0.330 -0.370
C 21.849 -15.408 -5.254 0.393 0.041 0.180 -0.511
H 19.145 -14.699 -7.129 0.035 0.163 -0.104 0.454
H 20.040 -12.369 -6.811 0.116 -0.016 -0.168 0.476
H 22.123 -12.057 -5.424 -0.322 0.149 -0.074 0.421
H 23.297 -13.991 -4.577 -0.085 0.055 0.136 0.492
H 22.401 -16.286 -4.942 -0.123 0.051 0.299 0.481
F 23.920 -14.578 -8.422 -0.108 -0.206 0.023 -0.281
C 25.165 -15.086 -8.306 0.006 0.487 0.199 0.454
C 26.199 -14.309 -8.779 0.284 0.247 0.373 -0.348
C 27.496 -14.805 -8.693 -0.448 -0.034 0.638 -0.337
C 27.705 -16.026 -8.055 0.106 0.449 0.099 -0.496
C 26.654 -16.731 -7.451 0.968 0.036 -1.747 -0.658
C 25.358 -16.279 -7.649 -0.349 -0.620 0.184 -0.381
H 25.966 -13.281 -9.030 0.116 -0.109 -0.540 0.392
H 28.339 -14.200 -8.998 -0.010 -0.059 -0.225 0.382
H 28.724 -16.389 -8.022 -0.077 -0.201 0.199 0.395
H 26.938 -17.721 -7.122 -0.580 0.014 0.600 0.442
H 24.489 -16.858 -7.364 0.053 0.068 0.219 0.468
F 21.173 -9.645 -3.765 -0.287 0.349 -0.129 -0.132
C 21.252 -9.474 -2.425 0.395 -0.426 -0.322 0.398
C 22.504 -9.622 -1.866 -0.230 0.682 0.502 -0.102
C 22.609 -9.601 -0.474 0.108 -0.949 -0.657 -0.174
C 21.465 -9.510 0.299 -0.701 1.148 0.640 -0.658
C 20.221 -9.258 -0.284 0.991 -0.177 -0.625 -0.332
C 20.127 -9.255 -1.673 -1.097 -0.323 0.665 -0.710
H 23.365 -9.629 -2.517 0.021 -0.375 0.129 0.214
H 23.585 -9.825 -0.063 0.013 0.411 0.262 0.452
H 21.511 -9.424 1.380 0.277 -0.371 -0.013 0.325
H 19.318 -9.069 0.276 0.112 -0.126 0.270 0.383
H 19.109 -9.204 -2.040 0.310 0.166 -0.698 0.376
F 28.181 -12.395 -2.446 -0.597 -0.070 -0.275 0.397
C 27.214 -12.080 -3.347 0.025 -0.766 -1.080 0.165
C 26.351 -11.046 -3.112 -0.034 0.054 0.420 -0.671
C 25.437 -10.683 -4.105 0.947 0.562 0.258 -0.830
C 25.466 -11.328 -5.324 0.105 -0.268 0.016 -0.642
C 26.369 -12.373 -5.528 -1.040 -0.685 -0.026 -0.028
C 27.207 -12.828 -4.524 0.390 1.208 -0.092 -0.605
H 26.423 -10.529 -2.162 -0.225 0.216 -0.096 0.309
H 24.900 -9.759 -3.935 -0.434 -0.260 -0.142 0.585
H 24.802 -11.048 -6.130 -0.036 0.093 0.055 0.325
H 26.273 -12.940 -6.446 0.377 0.091 -0.109 0.399
H 27.984 -13.551 -4.731 -0.177 -0.298 0.181 0.501
F 27.415 -16.927 -3.450 0.024 -0.283 -0.157 -0.248
C 28.202 -16.806 -2.366 0.448 0.165 0.346 0.652
C 28.851 -17.914 -1.832 -0.238 -0.169 -0.166 -0.827
C 29.571 -17.761 -0.657 0.661 0.492 0.345 -0.408
C 29.713 -16.508 -0.078 -0.391 0.556 -0.518 -0.872
C 29.103 -15.408 -0.678 -0.354 -0.239 0.983 0.060
C 28.344 -15.538 -1.828 -1.101 -0.756 0.554 -0.520
H 28.793 -18.887 -2.299 -0.202 0.056 -0.108 0.451
H 30.118 -18.566 -0.183 -0.231 -0.319 -0.277 0.387
H 30.353 -16.314 0.771 -0.082 -0.316 0.139 0.448
H 29.256 -14.446 -0.204 -0.284 -0.050 -0.154 0.464
H 27.703 -14.758 -2.212 0.327 0.236 -0.145 0.382
C 22.330 -8.533 -8.057 0.874 -0.027 -0.186 -1.140
S 21.838 -10.150 -7.467 -1.560 -0.569 -1.116 0.838
O 20.460 -10.401 -8.047 0.803 0.331 0.774 -0.731
C 22.879 -11.124 -8.559 1.085 -0.408 -0.650 -1.056
H 22.100 -8.379 -9.111 -0.276 -0.273 0.019 0.363
H 23.420 -8.525 -7.962 -0.031 0.299 0.162 0.353
H 21.883 -7.745 -7.457 -0.054 -0.134 0.142 0.346
H 22.781 -10.757 -9.583 -0.055 0.222 0.097 0.504
H 22.641 -12.188 -8.607 -0.705 0.169 0.533 0.254
H 23.939 -11.143 -8.283 -0.060 0.508 0.133 0.278
C 27.066 -10.006 2.377 0.871 0.332 -0.478 -1.058
S 26.602 -10.711 0.790 -1.142 0.353 -0.118 0.594
O 25.835 -9.641 0.038 0.929 -0.646 0.251 -0.657
C 28.207 -10.968 0.043 0.578 -0.349 -0.146 -0.403
H 27.768 -9.180 2.247 0.045 -0.082 -0.151 0.312
H 27.564 -10.819 2.905 -0.212 0.111 0.353 0.357
H 26.195 -9.590 2.873 -0.233 -0.450 0.032 0.368
H 28.713 -10.070 -0.310 -0.226 0.223 0.179 0.450
H 28.090 -11.655 -0.797 -0.325 0.532 0.418 -0.381
H 28.881 -11.520 0.703 -0.184 0.238 0.407 0.471
```
Positions in Å, forces in eV/Å.

Values from the calculation:
E_HOMO: -8.896 eV
F_max: 2.00 eV/Å
HOMO-LUMO gap: 0.3449 Eh

---

What is the F_max in the first record?
0.55 eV/Å